No. 1
DFT (ωB97M-V/def2-TZVPD) results for a cluster of 8 separate species, C5H27NO8 in total.

```
41
Properties=species:S:1:pos:R:3:forces:R:3:lowdin_charge:R:1
H -3.707 2.351 1.272 -0.2335 1.1387 -0.0400 0.0422
H -3.064 0.022 3.144 0.3636 -0.9645 -1.0357 0.0547
O 2.885 0.759 1.347 -0.3761 -0.0935 -1.2421 -0.1392
H 2.497 -1.517 -1.538 -0.1801 0.1868 -0.1078 0.0243
H -0.196 -0.619 -2.783 -0.8311 -1.2716 0.7329 0.0300
H 0.044 1.028 -2.601 0.2100 0.2775 -0.6813 0.0698
H -0.854 3.415 0.767 0.7611 0.5449 0.1454 0.0114
H 0.577 0.312 -0.368 -0.7555 0.6450 0.5269 0.1229
H 1.274 -0.088 -3.336 0.5989 0.4582 -0.2017 0.0618
O -3.328 2.254 -1.485 -0.5726 -0.0274 0.9516 -0.1269
H 3.368 -0.060 1.156 -0.2127 0.1006 -0.2645 0.0538
C 0.870 -2.235 -0.453 1.6460 -0.6132 -0.7974 -0.1931
H 0.406 -0.925 2.070 0.2975 0.2296 0.1048 0.0300
N 1.838 -1.163 -0.847 -0.6042 -2.0011 1.2724 -0.0939
O -2.549 -1.446 -1.405 -0.1421 1.7842 -0.1386 -0.0894
H -3.257 1.037 1.067 -0.3415 -0.9536 -0.1879 0.0326
H -1.789 2.718 -0.265 -0.0211 0.1284 2.0593 0.0637
O -0.033 -0.648 2.884 -1.0265 -0.8569 -0.6281 -0.0346
H 1.252 -3.241 -0.701 1.6004 0.2806 1.3589 0.0302
H -2.254 -1.986 -2.144 -0.3014 -0.7844 0.9444 0.0222
H -2.895 -1.802 -0.578 0.4044 -0.8664 -0.7550 0.0340
H 3.856 2.091 0.155 -0.8928 -0.1040 -0.5815 0.1117
C 2.846 1.605 0.144 0.3827 0.8867 1.4929 -0.2619
C 1.247 0.109 -1.169 1.4634 -1.1881 -1.8396 -0.4282
H 0.134 -2.566 -1.169 -1.9612 1.7938 -0.1739 0.0317
H 2.081 2.339 0.401 0.3035 0.2684 0.4483 0.0935
H 3.292 -4.230 -0.923 -0.1584 -1.0812 0.6808 -0.0380
H -2.919 1.543 -1.964 0.1914 -0.6367 -0.4143 0.0054
H 2.036 2.039 -1.806 0.2891 -0.4419 0.5734 0.1169
H 3.653 -3.098 -0.218 -0.2002 -1.6256 1.6695 0.0023
H 3.278 0.807 -1.762 -0.0715 -0.7636 -0.5326 0.0847
O -1.580 2.811 0.737 -0.8688 -0.6061 -2.1491 -0.0962
O 3.436 -4.080 0.050 0.6107 2.5863 -2.2906 -0.2797
H 0.572 -0.155 3.401 1.1373 0.7655 0.4561 0.0376
C 0.568 0.068 -2.535 -0.4191 1.6588 0.2052 -0.1055
H -1.681 -0.393 2.586 -1.1377 -0.5383 -0.2030 0.0051
O -4.038 1.572 0.830 0.2024 -0.7048 1.0326 -0.0522
H 0.608 -2.174 0.621 -0.2707 -0.2521 -0.8658 0.0671
C 2.393 1.142 -1.242 -0.2505 0.1904 0.6839 -0.1854
O -2.666 -0.563 2.444 0.4916 1.5429 1.1288 -0.1257
H -3.787 1.811 -0.673 0.8754 0.9077 -1.3378 0.0101
```
Positions in Å, forces in eV/Å.

Its LUMO energy (alpha / beta) is 2.63 / 2.54 eV. The energy above the lowest of the compared OMol25 structures with the same formula, charge and spin is 0.0 kcal per mole. The charge is -1. The frontier orbital gap (alpha / beta) comes out at 2.22 / 8.05 eV. For the total energy, the calculation gives -23490.492 eV. As for the spin multiplicity: 2.


No. 2
DFT (ωB97M-V/def2-TZVPD) results for a cluster of 8 separate species, C5H27NO8 in total.

```
41
Properties=species:S:1:pos:R:3:forces:R:3:lowdin_charge:R:1
H 0.026 1.427 -0.461 0.2417 0.2162 0.3843 0.0303
H 1.388 -1.107 -2.798 0.2808 -0.3262 -0.3577 0.0335
H 2.427 -2.116 1.269 -0.1401 -0.0850 0.1067 0.0786
H 1.675 1.238 1.362 0.0594 0.4693 0.2436 0.1028
H -1.584 -2.386 -0.590 -0.2723 0.1803 0.2399 0.0111
C 0.977 0.752 2.040 -0.8989 -0.4689 0.6230 -0.1535
H 0.183 -2.519 -1.081 0.3484 -0.2888 -0.2235 -0.0071
H 0.121 -1.206 3.583 -0.1970 0.0116 0.0014 0.0828
N 2.334 -1.205 1.704 0.1831 -0.0491 -0.6445 0.0364
C -0.424 1.428 2.144 0.7037 -0.2276 -1.5690 -0.1605
H -2.322 -1.136 -1.235 -0.1677 0.2089 0.2654 0.0163
H 0.523 -0.893 0.653 0.5961 0.2905 -0.4515 0.1094
H 1.753 1.495 -1.977 0.5951 -0.4828 1.4034 0.0629
O 0.961 0.947 -2.078 0.8737 1.1267 -1.4682 -0.0556
O 0.324 -3.123 -0.338 0.0586 0.0330 0.2432 -0.0554
O -2.047 -2.044 -1.362 0.2228 -0.2876 -0.4495 -0.0469
H -1.096 0.642 1.804 -0.7045 0.1902 0.6528 0.0977
O -0.667 2.039 -0.189 -1.0451 0.1324 -0.5283 -0.0877
H 0.174 -2.605 2.532 0.4169 -0.0353 -0.2073 0.0703
H -3.938 2.164 -1.860 0.2305 -0.1680 0.0125 0.0022
H -3.248 2.629 -0.572 0.1766 -0.1397 -0.1259 0.0076
H -1.573 3.040 1.319 -0.0354 0.0546 -0.1603 0.1131
H -3.281 0.240 -3.860 -0.0368 -0.1186 0.0086 0.0587
H -0.634 1.825 3.134 -0.1108 -0.3666 0.1492 0.1145
H 0.176 3.285 1.185 -0.0008 0.1179 0.2550 0.1177
H 0.812 1.344 -2.958 -1.1261 -0.6832 0.0560 0.0850
H 2.623 -1.290 2.672 0.0642 0.0358 -0.0249 0.0889
H -1.051 -1.467 2.257 -0.0455 0.4555 0.0421 0.0710
O -2.907 0.373 -2.984 -0.6846 -0.0198 0.1667 -0.0228
O 0.612 -1.671 -2.931 0.5556 0.2908 0.2681 -0.0585
H 0.636 -3.928 -0.761 -0.0406 -0.0837 -0.0372 0.0615
H 1.307 0.760 3.082 0.8544 0.0890 -0.2023 0.1093
O 3.682 0.533 -0.449 -0.3147 0.5920 -0.1295 -0.0691
C 0.957 -0.740 1.640 -1.0856 0.1193 0.7451 -0.4670
H -1.986 0.546 -3.136 0.6532 0.2071 -0.0717 0.0288
H 3.240 0.015 0.243 0.1495 -0.3431 0.2049 -0.0131
C -0.624 2.539 1.127 0.6557 -0.2362 0.0671 -0.2719
C -0.002 -1.530 2.544 0.1431 -0.3754 0.5071 -0.0723
H 4.189 -0.074 -0.986 0.1132 -0.3024 0.0136 0.0281
H 0.038 -1.164 -2.356 -1.0046 -0.0136 -0.0489 -0.0144
O -3.753 2.942 -1.327 -0.2655 0.2807 0.0407 -0.0628
```
Positions in Å, forces in eV/Å.

Its LUMO energy is 0.07 eV. As for the SMILES: C[C@H](N)CCCO.O.O.O.O.O.O.O. The energy above the lowest of the compared OMol25 structures with the same formula, charge and spin is 24.5 kcal per mole. The frontier orbital gap comes out at 9.88 eV. For the total energy, the calculation gives -23493.051 eV.


No. 3
DFT (ωB97M-V/def2-TZVPD) results for a cluster of 9 separate species, C5H28N2O9 in total.

```
44
Properties=species:S:1:pos:R:3:forces:R:3:lowdin_charge:R:1
H 0.936 -2.541 0.079 0.0405 -1.1604 0.0072 -0.0216
O 3.220 0.800 -0.374 0.6839 0.9144 -0.9567 -0.0526
O 2.328 0.132 2.905 -0.4024 0.3682 -0.2480 -0.0657
H 2.075 -0.912 -0.283 0.1523 0.5349 0.2136 0.0074
H 4.150 2.679 1.336 -0.7049 0.3289 -0.2990 0.0027
C -0.340 0.643 1.128 -0.4342 0.1050 2.4072 -0.4184
H 1.260 1.485 0.208 -0.0881 0.2435 0.3733 0.1190
H -0.416 -2.440 -2.807 -0.1067 0.1331 -0.3737 0.0392
H -2.509 0.510 2.581 -0.0759 0.1433 0.3480 0.0768
H -3.132 0.718 -0.465 -0.3575 0.1806 -0.0285 -0.0294
C 0.120 0.442 -1.266 -0.3238 1.4184 0.2033 -0.1792
H 3.124 -1.914 -0.658 -0.3684 -0.1556 0.1060 0.0878
H -4.589 0.507 -0.876 0.5011 0.3088 0.1419 0.0374
C -1.480 -0.446 1.155 0.4940 0.3714 -0.3082 -0.1782
O -1.202 -2.615 -2.280 0.1467 0.2801 -0.2534 -0.0555
H 1.110 0.524 -1.718 -0.1397 -1.2207 -0.3153 0.0894
H -1.082 -1.453 1.013 0.2849 0.1098 -0.2537 0.1095
O -4.245 -1.536 -1.317 -0.7757 0.1033 0.1365 -0.0450
O 2.162 -1.818 -0.584 1.0484 0.3991 -0.4782 -0.0372
O 0.331 -3.315 0.155 -0.7007 -0.3050 0.3521 -0.0959
C 0.052 2.450 -2.777 0.4399 1.7523 -0.9728 -0.1243
H -2.184 -0.268 0.347 0.1693 -0.2320 -0.2076 0.0699
H -0.792 -3.064 -1.537 0.0106 -0.3792 0.7989 -0.0056
H 3.681 1.830 2.576 -0.5060 -0.2625 -0.2082 0.0025
H 0.856 -4.065 0.476 -0.1672 0.5173 -0.1714 0.0561
H -1.768 -0.829 3.180 0.3394 0.1138 -0.1166 0.0759
N -2.226 -0.432 2.376 -0.5994 -0.0729 -0.2445 0.0233
O 4.423 2.240 2.128 1.1923 -0.1345 0.5235 -0.0473
H 1.094 2.267 -3.030 0.3739 -0.5584 0.3907 0.0604
H 1.449 0.552 2.752 0.3690 0.0059 0.0113 0.0002
O -0.121 1.153 2.236 0.2987 -0.0243 -0.4062 -0.0053
H -0.256 2.890 -3.744 -0.6613 -0.4844 0.3815 0.0812
O -3.898 1.195 -0.803 -0.3658 -0.0761 -0.1499 -0.0716
H -3.910 -2.233 -0.751 0.2903 -0.0717 -0.0649 0.0489
N 0.381 1.013 0.072 -1.2518 -1.2044 -1.5298 0.1016
H 0.057 3.322 -2.119 -0.0415 -0.2100 0.3304 0.0773
C -0.722 1.270 -2.259 0.1403 -0.1610 -0.7062 -0.2218
H -1.733 1.600 -2.004 0.1610 -0.2682 0.6096 0.0985
H -0.870 0.573 -3.094 -0.0425 0.0076 0.0068 0.1134
H -0.355 -0.540 -1.196 0.7263 -0.0937 0.0602 0.0929
H 2.143 -0.470 3.624 0.1767 -0.2251 0.2870 0.0365
H 4.123 1.164 -0.307 -0.2706 -0.4573 0.6308 0.0720
H 2.993 1.126 -1.262 -0.1636 -0.2853 0.1884 0.0573
H -3.508 -1.125 -1.765 0.5082 -0.2970 -0.2155 0.0177
```
Positions in Å, forces in eV/Å.

Its LUMO energy is -0.22 eV. As for the SMILES: CCCNC(=O)CN.O.O.O.O.O.O.O.O. The energy above the lowest of the compared OMol25 structures with the same formula, charge and spin is 65.7 kcal per mole. The frontier orbital gap comes out at 9.33 eV. For the total energy, the calculation gives -27047.195 eV.